This record from the Open Molecules 2025 dataset describes 2 unconnected molecules or ions with the total composition C18H38F6NOP in a non-equilibrium geometry. The level of theory is ωB97M-V with the def2-TZVPD basis set.

Last column: Löwdin charge in e.
Element x y z (Å)
P 2.2211 4.7175 -2.3872  0.3387
F 0.9717 4.1644 -1.4028  -0.2329
F 2.3589 5.9415 -1.3194  -0.1751
F 2.2139 3.9546 -3.8523  -0.1907
F 3.7623 5.1215 -2.7390  -0.1734
F 2.8768 3.2858 -1.8242  -0.2238
F 1.0675 5.6254 -3.1121  -0.1859
O 2.5234 1.0287 -3.4325  -0.0883
N 0.3074 0.9992 -1.8269  0.1180
C -1.8705 2.1565 2.6692  -0.2379
C -2.1909 1.6192 1.2637  -0.2127
C 2.0760 -3.5070 1.1620  -0.1878
C 0.5656 -3.7878 1.0196  -0.2017
C 2.6115 -2.6078 0.0345  -0.1843
C 0.1148 1.3141 -3.2887  -0.0619
C 1.3610 -0.0738 -1.5734  -0.2335
C -0.2622 -3.3953 2.2465  -0.2110
C 1.3956 -0.3378 -0.0769  -0.1468
C -3.6254 1.0792 1.0725  -0.1983
C 2.6141 0.5811 -2.0915  -0.1510
C -1.7350 -3.1807 1.9000  -0.2073
C -0.9431 1.2617 3.5081  -0.0987
C -3.7445 -0.2101 0.2564  -0.2151
C -1.9667 -1.8436 1.1940  -0.2356
C 2.6088 -1.1153 0.4376  -0.1713
C -3.4420 -1.5119 1.0041  -0.2059
C 1.3146 0.8342 -4.1019  -0.1899
H -3.8866 -2.3371 0.4375  0.1142
H 2.2437 -2.9829 2.1065  0.0986
H -1.4664 0.8418 0.9978  0.0619
H -3.9258 -1.5060 1.9869  0.1181
H 1.9742 -2.7467 -0.8448  0.1004
H -0.7966 0.8224 -3.6285  0.1316
H 3.5124 -0.0335 -2.0106  0.1430
H 0.4121 -4.8520 0.8276  0.1148
H 0.4993 -0.9071 0.1927  0.0943
H -4.1219 0.9343 2.0373  0.1100
H 1.3466 0.6278 0.4395  0.1316
H 0.1693 -3.2352 0.1628  0.0856
H -1.4748 -1.0597 1.7740  0.0833
H -2.0428 2.4331 0.5479  0.1056
H -1.4110 3.1417 2.5847  0.1020
H -0.2240 1.8561 4.0712  0.0693
H -2.3360 -3.2003 2.8136  0.1144
H -1.5109 -1.8983 0.1970  0.0996
H 2.5649 -1.0419 1.5264  0.1103
H 1.0622 -0.9737 -2.1137  0.1590
H -0.3675 0.5864 2.8694  0.0442
H -4.1988 1.8527 0.5567  0.1079
H 1.1802 -0.2048 -4.4313  0.1248
H 0.6524 1.8488 -1.3534  0.1558
H 3.6273 -2.8971 -0.2350  0.1085
H -0.5771 0.7317 -1.3966  0.1585
H 2.7551 1.4515 -1.4582  0.1129
H 1.3547 1.4516 -4.9982  0.1374
H 3.5463 -0.6384 0.1475  0.1089
H -0.1855 -4.1901 2.9928  0.1136
H -3.1361 -0.1300 -0.6558  0.1025
H -0.0307 2.3891 -3.3802  0.1292
H -2.8063 2.3118 3.2114  0.1009
H -2.0942 -3.9866 1.2505  0.1199
H 2.6283 -4.4465 1.1889  0.1072
H -4.7812 -0.2821 -0.0821  0.1064
H 0.1603 -2.4953 2.7078  0.1067
H -1.5001 0.6514 4.2207  0.0712

Net charge ... 0
HOMO-LUMO gap ... 10.2130 eV
Molecular weight ... 429.5 g mol⁻¹
E ... -48417.459 eV



This record from the Open Molecules 2025 dataset describes a molecular structure, C18H38N4ReSb2 in a non-equilibrium geometry. The level of theory is ωB97M-V with the def2-TZVPD basis set.

Last column: Löwdin charge in e.
Element x y z (Å)
Re 0.0169 0.0049 -0.0213  0.8005
Sb 0.0053 2.5758 -0.5560  1.3256
Sb 1.7890 -0.3612 -2.1014  1.3365
N -1.5921 -0.4190 -1.4513  -0.0994
N -0.5871 -2.0294 0.5574  -0.2786
N 1.6356 -0.5716 1.3446  -0.0929
N -1.4060 0.3467 1.6712  -0.0830
C 3.5965 2.3947 -4.1761  0.0068
C 2.5965 3.4758 -2.2305  -0.2285
C -2.1803 -0.8857 2.0311  -0.1548
C 2.9753 -2.1087 -2.2915  -0.2504
C 1.7289 -2.0844 1.4818  -0.1453
C 3.2284 2.3067 -2.8446  -0.2146
C 2.3159 4.6354 -3.0379  0.0190
C 3.4701 1.0825 -2.0773  -0.2284
C 2.3230 3.5276 -0.8744  -0.0348
C -0.5773 3.9774 0.9207  -0.2699
C -1.5391 -1.8935 -1.7439  -0.1751
C -1.2315 -2.0457 1.9139  -0.1366
C -1.5414 -2.6444 -0.4319  -0.1227
C -0.9148 3.3559 -2.2934  -0.2644
C 2.7098 4.6834 -4.3346  0.0288
C 1.0252 -0.0996 -4.0593  -0.2483
C 3.3637 3.5563 -4.9036  0.0932
C 0.6924 -2.8026 0.6208  -0.1590
H -1.2959 -3.6963 -0.5856  0.1562
H -3.0239 -0.9670 1.3455  0.1259
H -2.0700 1.1039 1.5184  0.1008
H 4.1165 1.5715 -4.6505  0.1444
H 1.4869 -0.1852 2.2773  0.1141
H 3.6128 -1.9867 -3.1667  0.0425
H 0.0040 3.8486 1.8316  0.0320
H 0.4405 0.8153 -4.1422  0.0104
H -1.9853 3.1515 -2.2341  0.0374
H -2.3919 -2.1938 -2.3542  0.1530
H -0.8915 0.6510 2.4999  0.1186
H 2.5592 5.5727 -4.9327  0.1474
H -1.5520 0.0859 -2.3341  0.0928
H 2.7275 -2.4066 1.1929  0.1363
H 2.8376 2.8799 -0.1777  0.0789
H -0.7777 4.4362 -2.3180  0.0377
H -1.6402 3.8420 1.1311  0.0343
H -0.6362 -2.0879 -2.3220  0.0888
H 3.7023 1.2585 -1.0302  0.0663
H 4.2720 0.4914 -2.5200  0.0947
H 1.6221 -2.3366 2.5342  0.1325
H 2.0283 4.4925 -0.4628  0.1062
H 1.8647 -0.0519 -4.7519  0.0358
H -0.4555 -1.9600 2.6743  0.1275
H 2.3401 -2.9809 -2.4434  0.0318
H 1.0481 -2.9339 -0.3998  0.0937
H -2.5215 -0.2076 -1.0827  0.1225
H -0.4394 4.9869 0.5340  0.0395
H 0.4099 -0.9556 -4.3364  0.0335
H -2.5902 -0.8111 3.0382  0.1536
H -1.7325 -3.0021 2.0761  0.1623
H 3.6987 3.6108 -5.9337  0.1527
H 2.5575 -0.2225 1.0968  0.0939
H 1.8580 5.4986 -2.5691  0.1442
H -2.5418 -2.6185 -0.0010  0.1356
H 0.5032 -3.7979 1.0333  0.1587
H 3.5994 -2.2538 -1.4110  0.0298
H -0.5033 2.9119 -3.1981  0.0104

Net charge ... +4
<S²> ... 0.7806
Multiplicity ... 2
HOMO-LUMO gap (alpha / beta) ... 5.2771 / 5.3626 eV
Molecular weight ... 740.3 g mol⁻¹
ΔE to the lowest compared entry with this formula, charge and spin ... 0.0 kJ/mol
E ... -40406.272 eV



This record from the Open Molecules 2025 dataset describes a molecular structure, C18H38O41P2S8 in a non-equilibrium geometry. The level of theory is ωB97M-V with the def2-TZVPD basis set.

Last column: Löwdin charge in e.
Element x y z (Å)
S 5.8614 2.4012 -4.7754  0.6218
S -5.7148 -9.2890 -0.2829  0.6243
S -9.7890 -6.1767 -1.9622  0.6332
S 3.9949 8.5528 -0.5435  0.6889
S 2.2855 5.8610 -2.5863  0.6740
S 5.5414 7.6399 3.3283  0.6294
S -0.4940 -7.3304 1.0490  0.6479
S 3.1119 -1.2835 -0.5630  0.6476
P -0.0352 -0.9573 2.4337  0.3877
P -0.0645 -3.5754 3.3192  0.4006
O -0.6499 -0.9854 1.1110  -0.2325
O 4.2565 2.4688 -4.8329  -0.1900
O 3.3052 10.0130 -0.6211  -0.1829
O 6.8797 6.9757 3.9448  -0.1863
O -3.8980 -3.8583 5.4615  0.1284
O 3.8956 8.0650 0.7807  -0.2189
O 0.2653 -8.4229 0.5542  -0.2101
O -8.2787 -5.7081 -2.2428  -0.1844
O 1.9520 6.7154 -1.2053  -0.2538
O -5.9653 -8.4609 1.0780  -0.2067
O 4.5013 6.5268 3.8506  -0.1809
O 6.2508 1.9909 -3.4695  -0.2321
O 2.7093 -0.7843 0.7097  -0.2456
O 2.4581 4.5001 -2.2084  -0.2221
O -10.2456 -6.9317 -3.0682  -0.1902
O -9.8573 -6.6706 -0.6250  -0.2389
O 4.4703 -0.5341 -1.0033  -0.1790
O -3.5013 -6.0276 5.0192  0.0802
O -1.6200 -7.9095 2.0506  -0.1749
O -1.0755 -4.6813 3.9185  -0.1462
O 6.1483 3.9757 -4.9127  -0.1768
O 3.2512 -2.6749 -0.8137  -0.2179
O 5.6087 7.5754 1.9176  -0.2373
O 6.3207 1.7520 -5.9496  -0.2104
O 0.1036 -6.1871 1.6480  -0.2329
O 1.2048 -3.5869 4.0718  -0.2425
O -1.4845 -6.8281 -0.1114  -0.1681
O -7.1760 -9.1048 -0.9145  -0.1750
O 5.2788 8.8519 4.0217  -0.2172
O 5.5159 9.0314 -0.7933  -0.1709
O -0.7747 -2.1013 3.3882  -0.2404
O 3.2202 6.5355 -3.4035  -0.2155
O -10.4776 -4.7277 -2.0168  -0.1767
O 3.5581 7.7959 -1.6703  -0.2861
O -4.7846 -8.5725 -1.0882  -0.2396
O 1.5367 -1.1888 2.2769  -0.1578
O 2.1506 -0.6584 -1.6887  -0.1788
O 0.8347 6.0172 -3.2637  -0.1779
O -5.5291 -10.6528 0.0557  -0.2011
O 0.2424 -4.0395 1.8312  -0.1148
O -0.4012 0.4816 3.1166  -0.0975
C 6.5155 5.9811 4.9040  -0.1731
C -3.0845 -4.7284 5.2496  -0.4281
C -9.4691 -3.7107 -2.0620  -0.1585
C -8.0819 -8.6406 0.1023  -0.1640
C 4.9569 4.6387 -5.3605  -0.1548
C -0.1062 6.4827 -2.2987  -0.1657
C 4.2714 0.1316 -2.2571  -0.1714
C -8.2856 -4.3648 -2.7434  -0.1558
C 4.3150 11.0262 -0.6443  -0.1648
C -7.2303 -7.7846 1.0090  -0.1505
C 2.7972 0.4695 -2.2917  -0.1604
C -2.9185 -7.5327 1.5894  -0.1682
C -1.5859 -4.3272 5.2153  -0.1101
C 0.6865 7.3563 -1.3536  -0.1611
C 3.8259 3.8375 -4.7548  -0.1713
C 5.2119 5.4072 4.3869  -0.1662
C -2.7838 -7.4074 0.0852  -0.1802
C 5.5158 10.3695 -1.2936  -0.1656
H 4.9481 5.6761 -5.0388  0.1238
H 5.4043 10.3252 -2.3804  0.1331
H -0.9175 7.0186 -2.7861  0.1364
H -7.3464 -3.8657 -2.5180  0.1398
H 1.9518 -1.4222 3.1342  0.1134
H -9.8307 -2.8404 -2.6045  0.1384
H 5.3846 4.6932 3.5784  0.1355
H -1.5226 -3.2539 5.4482  0.1235
H 4.5369 -0.5633 -3.0581  0.1415
H 6.4487 10.8706 -1.0462  0.1368
H 7.2963 5.2292 4.9920  0.1352
H -1.0894 -4.8728 6.0438  0.1484
H 4.5312 11.3161 0.3865  0.1359
H -3.5519 -6.7808 -0.3531  0.1288
H -7.6598 -7.6788 2.0025  0.1408
H 3.9682 11.8955 -1.1992  0.1340
H 2.8895 3.9729 -5.2932  0.1452
H -3.6277 -6.1245 4.0609  0.0940
H 0.8626 8.3523 -1.7744  0.1362
H -8.9130 -8.0758 -0.3415  0.0756
H 4.9362 4.5966 -6.4529  0.1345
H 4.6304 4.9296 5.1725  0.1346
H -7.0641 -6.7939 0.5779  0.1308
H 1.1990 -3.9440 1.6824  0.1174
H -3.6549 -8.2773 1.8781  0.1224
H -3.1759 -6.5697 2.0449  0.1199
H 6.3763 6.4746 5.8694  0.1325
H -8.4226 -4.4077 -3.8261  0.1372
H -2.7947 -8.3804 -0.3931  0.1184
H 0.1946 7.4524 -0.3875  0.1435
H -8.4721 -9.5142 0.6322  0.1410
H -0.5076 5.6106 -1.7772  0.1357
H 3.6797 4.0865 -3.7027  0.0763
H -9.2277 -3.4239 -1.0360  0.1353
H 2.5770 1.3513 -1.6842  0.1329
H 4.8984 1.0158 -2.3257  0.0948
H -0.8126 0.2725 3.9752  0.0808
H 2.4305 0.6280 -3.3030  0.1324

Net charge ... 0
HOMO-LUMO gap ... 10.3552 eV
Molecular weight ... 1228.9 g mol⁻¹
ΔE to the lowest compared entry with this formula, charge and spin ... 0.0 kJ/mol
E ... -208482.525 eV